(1)
{
  "formula": "C2HFN2O2",
  "method": "ωB97M-V/def2-TZVPD",
  "symbols": ["C", "C", "N", "N", "O", "O", "F", "H"],
  "xyz": [[0.036, 0.103, -1.358], [-1.154, -0.228, -0.631], [0.065, -0.105, 0.031], [0.810, -0.300, 1.136], [0.750, 0.411, -2.245], [-2.281, -0.504, -0.401], [1.742, 0.742, 1.262], [0.032, -0.119, 2.208]],
  "forces_ev_per_a": [[1.48, 0.21, -0.46], [-1.33, -0.21, 1.01], [-0.21, 0.76, -0.68], [-1.92, -0.33, 5.27], [-0.14, 0.03, -0.31], [-0.20, -0.07, -0.23], [-0.40, 0.16, -0.35], [2.74, -0.55, -4.25]],
  "mulliken_charge": [0.38, 0.39, 0.24, -0.29, -0.45, -0.48, -0.15, 0.35],
  "multiplicity": 1,
  "lumo_energy_ha": -0.0128,
  "charge": 0,
  "relative_energy_kj_mol": 574.1
}

=====

(2)
{
  "formula": "C2HFN2O2",
  "method": "ωB97M-V/def2-TZVPD",
  "symbols": ["C", "C", "N", "N", "O", "O", "F", "H"],
  "xyz": [[0.658, -1.091, 0.089], [1.185, 0.184, -0.082], [-0.036, -2.048, 0.367], [-1.327, 0.390, 0.026], [-1.767, -0.563, 0.478], [-1.585, 1.546, -0.118], [1.164, 0.691, -1.306], [1.709, 0.890, 0.546]],
  "forces_ev_per_a": [[-1.76, -3.58, 1.70], [-0.65, -0.04, -0.62], [3.87, 3.23, -1.37], [2.24, 2.38, -0.99], [-2.90, -1.11, 1.17], [-0.79, -0.09, 0.11], [0.09, -0.07, -0.79], [-0.11, -0.73, 0.78]],
  "mulliken_charge": [0.49, -0.18, -0.43, 0.80, -0.40, -0.46, -0.19, 0.37],
  "multiplicity": 1,
  "lumo_energy_ha": [-0.0522, -0.0457],
  "charge": 0,
  "relative_energy_kj_mol": 644.0
}